C26H52F2N3O9 | ωB97M-V/def2-TZVPD

Kohn-Sham gap = 7.197 eV
Net charge = +1
Max |F| = 3.6 eV/Å
Molecular weight = 588.7 g/mol
E_tot = -2062.7313 hartree

Last column: Mulliken charge in e.
CARTESIAN COORDINATES (ANGSTROEM)
1 C -4.131 2.299 -1.521  -0.578
2 N -3.737 1.581 -0.261  -0.246
3 C -2.743 2.327 0.477  -0.808
4 N -1.337 1.817 0.179  0.336
5 C -1.132 0.526 0.906  -1.143
6 N -1.022 1.806 -1.208  0.933
7 C 0.116 2.616 -1.531  0.059
8 O 1.171 2.525 -1.084  -0.240
9 F -0.155 3.572 -2.401  -0.250
10 C -0.987 0.498 -1.798  0.065
11 O -0.061 -0.165 -1.926  -0.264
12 F -2.138 0.046 -2.268  -0.250
13 H -4.530 1.535 -2.211  0.279
14 H -4.908 3.031 -1.250  0.197
15 H -3.271 2.775 -2.015  0.264
16 H -4.565 1.622 0.333  0.330
17 H -2.939 2.157 1.549  0.468
18 H -2.776 3.418 0.290  0.374
19 H -0.705 2.503 0.625  0.266
20 H -1.230 0.768 1.981  0.342
21 H -0.116 0.103 0.799  0.428
22 H -1.922 -0.219 0.714  0.486
23 C 4.474 -1.915 0.645  -1.232
24 C 3.189 -1.205 0.314  0.657
25 O 2.157 -1.436 0.916  -0.476
26 C 3.223 -0.191 -0.795  -0.174
27 H 4.300 -2.615 1.461  0.324
28 H 4.826 -2.470 -0.226  0.325
29 H 5.229 -1.192 0.956  0.348
30 H 3.520 -0.668 -1.731  0.063
31 H 3.920 0.612 -0.546  0.440
32 H 2.228 0.233 -0.915  -0.317
33 C 4.356 -0.371 -5.151  -1.117
34 C 5.555 -0.436 -4.236  0.886
35 O 5.558 -1.139 -3.249  -0.542
36 C 6.747 0.410 -4.602  -1.149
37 H 3.574 -1.027 -4.769  0.283
38 H 3.971 0.650 -5.189  0.279
39 H 4.633 -0.702 -6.153  0.401
40 H 6.466 1.464 -4.617  0.331
41 H 7.129 0.113 -5.581  0.345
42 H 7.533 0.266 -3.862  0.300
43 C -6.402 6.747 0.516  -1.114
44 C -6.520 5.252 0.643  0.765
45 O -5.778 4.506 0.034  -0.543
46 C -7.595 4.720 1.553  -1.090
47 H -5.590 6.990 -0.169  0.277
48 H -7.330 7.162 0.120  0.343
49 H -6.183 7.188 1.490  0.343
50 H -8.575 5.046 1.202  0.340
51 H -7.428 5.072 2.572  0.338
52 H -7.567 3.631 1.549  0.268
53 C 2.258 3.067 3.259  -1.133
54 C 0.944 3.751 2.994  0.907
55 O -0.102 3.125 2.971  -0.592
56 C 0.973 5.237 2.758  -1.191
57 H 2.088 2.002 3.411  0.290
58 H 2.925 3.199 2.405  0.308
59 H 2.718 3.481 4.157  0.395
60 H 1.585 5.463 1.883  0.321
61 H 1.377 5.745 3.635  0.400
62 H -0.040 5.596 2.582  0.309
63 C -0.964 3.732 -7.009  -1.183
64 C -1.413 3.042 -5.747  0.840
65 O -2.400 3.400 -5.144  -0.535
66 C -0.582 1.880 -5.260  -0.680
67 H -1.652 4.544 -7.240  0.333
68 H 0.036 4.146 -6.872  0.315
69 H -0.964 3.025 -7.841  0.330
70 H 0.434 2.215 -5.044  0.302
71 H -0.564 1.089 -6.011  0.475
72 H -1.026 1.486 -4.346  -0.169
73 C 1.623 -5.868 3.328  -1.012
74 C 0.341 -5.151 2.992  0.751
75 O -0.686 -5.378 3.593  -0.570
76 C 0.391 -4.138 1.876  -0.828
77 H 1.443 -6.564 4.146  0.222
78 H 1.974 -6.430 2.461  0.329
79 H 2.381 -5.148 3.642  0.330
80 H 0.689 -4.624 0.945  0.337
81 H 1.095 -3.343 2.123  0.184
82 H -0.599 -3.701 1.742  0.264
83 C 1.048 -10.063 6.493  -1.083
84 C 1.045 -10.147 4.987  0.843
85 O 2.072 -10.294 4.362  -0.553
86 C -0.288 -10.039 4.290  -1.057
87 H 2.071 -10.155 6.857  0.297
88 H 0.646 -9.101 6.814  0.302
89 H 0.452 -10.875 6.913  0.333
90 H -0.748 -9.074 4.513  0.296
91 H -0.944 -10.850 4.611  0.356
92 H -0.139 -10.115 3.214  0.271

C26H52O27S3 | ωB97M-V/def2-TZVPD

Kohn-Sham gap = 11.167 eV
ΔE to the lowest compared entry with this formula, charge and spin = 0.000 eV
Max |F| = 3.0 eV/Å
SMILES = O=S1(=O)OCCO1.O=S1(=O)OCCO1.O=S1(=O)OCCO1.CCOC(=O)OC.CCOC(=O)OC.CCOC(=O)OC.CCOC(=O)OC.CCOC(=O)OC
Molecular weight = 892.9 g/mol
E_tot = -4247.8556 hartree

Last column: Mulliken charge in e.
CARTESIAN COORDINATES (ANGSTROEM)
1 O 5.361 -3.980 3.026  -0.602
2 S 5.158 -3.433 1.728  1.191
3 O 6.261 -2.758 1.130  -0.553
4 O 4.645 -4.534 0.709  -0.366
5 C 3.290 -4.459 0.382  -0.222
6 C 2.947 -2.999 0.648  0.483
7 O 3.826 -2.569 1.717  -0.218
8 H 3.067 -4.862 -0.612  0.303
9 H 2.706 -5.138 1.051  0.335
10 H 1.990 -2.856 1.070  0.116
11 H 3.054 -2.298 -0.203  -0.463
12 O -0.092 2.556 5.814  -0.611
13 S -0.229 1.150 5.870  1.255
14 O 0.959 0.419 6.059  -0.577
15 O -1.454 0.697 6.814  -0.397
16 C -2.706 0.597 6.030  -0.362
17 C -2.325 0.875 4.518  -0.251
18 O -0.907 0.662 4.527  0.091
19 H -3.005 -0.426 6.212  0.302
20 H -3.420 1.367 6.419  0.314
21 H -2.555 1.893 4.161  0.191
22 H -2.866 0.181 3.870  0.114
23 O 0.866 -1.101 -0.081  -0.540
24 S 1.408 0.138 0.338  0.567
25 O 0.920 1.330 -0.232  -0.674
26 O 1.189 0.397 1.872  -0.148
27 C 2.429 0.172 2.562  -0.207
28 C 3.522 0.572 1.522  -0.700
29 O 2.998 -0.001 0.290  0.077
30 H 2.423 0.900 3.427  0.358
31 H 2.436 -0.873 2.886  0.222
32 H 4.527 0.184 1.737  0.382
33 H 3.510 1.668 1.410  0.371
34 C -1.477 2.979 1.762  -1.184
35 C -2.834 3.055 1.151  0.286
36 O -3.768 2.773 2.211  -0.068
37 C -4.814 3.528 2.278  0.662
38 O -5.067 4.520 1.633  -0.600
39 O -5.549 3.041 3.273  -0.267
40 C -6.499 3.974 3.689  -0.793
41 H -1.141 1.982 2.170  -0.062
42 H -1.326 3.706 2.545  0.449
43 H -0.749 3.206 1.014  0.453
44 H -2.954 2.261 0.413  -0.274
45 H -3.105 4.001 0.668  0.511
46 H -7.029 4.305 2.804  0.327
47 H -6.175 4.845 4.224  0.306
48 H -7.134 3.435 4.398  0.224
49 C 6.068 -2.789 -2.369  -1.653
50 C 4.985 -1.728 -2.086  1.152
51 O 5.237 -0.507 -2.746  -0.173
52 C 5.638 0.577 -2.186  0.885
53 O 5.794 0.768 -1.008  -0.610
54 O 5.744 1.487 -3.145  -0.369
55 C 5.944 2.849 -2.733  -0.689
56 H 5.684 -3.774 -2.155  0.386
57 H 6.975 -2.601 -1.733  0.343
58 H 6.367 -2.725 -3.445  0.423
59 H 4.911 -1.517 -0.998  -0.204
60 H 3.986 -1.972 -2.445  -0.260
61 H 4.977 3.322 -2.588  0.233
62 H 6.503 3.269 -3.546  0.296
63 H 6.664 2.871 -1.872  0.306
64 C 3.536 -2.259 -5.952  -0.913
65 C 2.098 -1.852 -6.050  -0.229
66 O 1.821 -0.805 -5.072  -0.434
67 C 1.482 -1.196 -3.836  0.561
68 O 1.536 -2.347 -3.420  -0.650
69 O 0.939 -0.236 -3.037  0.373
70 C 0.667 1.047 -3.652  -0.732
71 H 3.688 -3.121 -6.579  0.427
72 H 3.760 -2.612 -4.940  0.093
73 H 4.247 -1.492 -6.200  0.315
74 H 1.387 -2.659 -5.761  0.312
75 H 1.950 -1.347 -7.005  0.294
76 H 1.602 1.538 -4.011  0.362
77 H 0.211 1.619 -2.791  -0.030
78 H -0.001 0.777 -4.479  0.382
79 C -1.806 -2.676 3.400  -1.172
80 C -1.585 -2.029 2.040  0.243
81 O -2.770 -1.258 1.740  0.146
82 C -3.641 -1.948 0.888  0.513
83 O -3.597 -3.089 0.539  -0.589
84 O -4.597 -1.001 0.550  -0.201
85 C -5.738 -1.495 -0.204  -0.833
86 H -1.868 -1.993 4.246  0.153
87 H -0.957 -3.297 3.651  0.399
88 H -2.750 -3.327 3.398  0.302
89 H -1.411 -2.704 1.215  0.655
90 H -0.818 -1.218 1.958  -0.406
91 H -5.677 -1.122 -1.239  0.234
92 H -6.607 -1.307 0.427  0.275
93 H -5.686 -2.614 -0.290  0.339
94 C -2.367 -0.229 -1.658  -0.082
95 C -2.664 0.268 -3.040  -0.668
96 O -2.739 1.725 -2.986  -0.291
97 C -4.024 2.089 -2.850  0.798
98 O -4.959 1.510 -3.281  -0.559
99 O -3.976 3.256 -2.286  -0.288
100 C -5.256 3.866 -2.101  -0.781
101 H -1.500 0.302 -1.286  -0.182
102 H -2.109 -1.308 -1.666  0.567
103 H -3.202 0.038 -1.041  0.009
104 H -3.601 -0.165 -3.417  0.446
105 H -1.890 0.002 -3.759  0.090
106 H -5.952 3.169 -1.648  0.330
107 H -5.647 4.246 -3.037  0.352
108 H -5.315 4.645 -1.329  0.252

C26H53BF3N2O8S2 | ωB97M-V/def2-TZVPD

Kohn-Sham gap = 6.184 eV
Net charge = +1
ΔE to the lowest compared entry with this formula, charge and spin = 0.000 eV
Max |F| = 3.3 eV/Å
Molecular weight = 653.7 g/mol
E_tot = -2854.3810 hartree

Last column: Mulliken charge in e.
CARTESIAN COORDINATES (ANGSTROEM)
1 C -3.253 -0.336 0.226  -1.289
2 C -2.385 0.071 1.416  0.494
3 O -2.550 -0.446 2.465  -0.553
4 N -1.438 1.103 1.146  0.320
5 C -2.232 2.386 1.259  -1.046
6 C -0.390 1.158 2.178  -1.588
7 C 0.701 0.088 2.010  0.097
8 C 1.204 -0.059 0.578  -1.253
9 C 0.333 -0.997 -0.302  -0.268
10 S 1.139 -2.605 -0.633  -0.056
11 B 1.318 -3.663 0.937  0.486
12 O 1.415 -5.015 0.721  -0.331
13 N 1.381 -3.102 2.243  0.257
14 C 2.845 -3.093 2.579  -1.188
15 C 0.601 -3.899 3.208  -1.037
16 S -0.346 -3.679 -1.750  0.811
17 O 0.086 -5.005 -2.034  -0.374
18 O -1.481 -3.670 -0.906  -0.496
19 C -0.833 -2.722 -3.285  0.582
20 F -1.243 -3.561 -4.156  -0.167
21 F 0.190 -2.074 -3.758  -0.169
22 F -1.781 -1.917 -2.976  -0.171
23 H -3.149 -1.403 0.024  0.375
24 H -4.294 -0.082 0.421  0.444
25 H -2.943 0.201 -0.675  0.288
26 H -3.298 2.147 1.212  0.365
27 H -2.022 3.064 0.435  0.294
28 H -2.046 2.834 2.234  0.351
29 H 0.053 2.156 2.132  0.768
30 H -0.790 1.049 3.193  0.644
31 H 0.316 -0.835 2.442  -0.147
32 H 1.555 0.403 2.616  0.401
33 H 1.381 0.889 0.074  0.514
34 H 2.198 -0.528 0.640  0.515
35 H 0.114 -0.479 -1.238  0.636
36 H -0.618 -1.220 0.182  0.014
37 H 0.506 -5.342 0.575  0.326
38 H 3.387 -2.891 1.645  0.427
39 H 3.172 -4.069 2.949  0.418
40 H 3.065 -2.339 3.334  0.235
41 H 1.220 -4.609 3.763  0.329
42 H -0.184 -4.487 2.724  0.433
43 H 0.101 -3.247 3.927  0.284
44 C 2.312 3.576 5.940  -0.554
45 C 1.255 2.787 6.701  -0.577
46 C 0.999 1.626 5.755  -0.069
47 O 2.220 1.380 5.055  -0.365
48 C 3.127 2.468 5.290  -0.391
49 H 2.912 4.231 6.570  0.349
50 H 1.834 4.188 5.170  0.252
51 H 1.669 2.418 7.642  0.264
52 H 0.356 3.359 6.927  0.338
53 H 0.232 1.878 5.014  -0.041
54 H 0.687 0.721 6.280  0.306
55 H 3.918 2.111 5.957  0.272
56 H 3.581 2.777 4.348  0.253
57 C 1.700 -6.002 -4.845  0.150
58 C 2.396 -6.932 -3.877  -0.380
59 C 3.582 -7.408 -4.704  -0.497
60 O 3.916 -6.337 -5.593  -0.415
61 C 2.874 -5.362 -5.572  -0.383
62 H 1.050 -5.278 -4.356  -0.387
63 H 1.096 -6.578 -5.550  0.319
64 H 2.746 -6.369 -3.007  0.103
65 H 1.767 -7.748 -3.524  0.399
66 H 3.319 -8.282 -5.308  0.269
67 H 4.450 -7.658 -4.093  0.290
68 H 3.244 -4.481 -5.031  0.220
69 H 2.630 -5.064 -6.592  0.302
70 C -0.127 0.568 -5.652  -0.050
71 C -0.836 1.809 -6.173  -0.644
72 C -0.588 2.802 -5.047  -0.411
73 O 0.671 2.448 -4.459  -0.411
74 C 1.079 1.169 -4.946  -0.334
75 H 0.148 -0.141 -6.432  0.428
76 H -0.765 0.052 -4.929  -0.177
77 H -0.355 2.153 -7.091  0.299
78 H -1.895 1.658 -6.381  0.340
79 H -1.358 2.724 -4.272  0.230
80 H -0.550 3.834 -5.395  0.299
81 H 1.912 1.318 -5.641  0.308
82 H 1.431 0.556 -4.112  0.107
83 C -3.457 7.842 1.716  -0.545
84 C -4.527 7.066 2.472  -0.552
85 C -4.733 5.860 1.570  -0.406
86 O -3.476 5.607 0.928  -0.335
87 C -2.601 6.720 1.151  -0.426
88 H -2.893 8.533 2.339  0.329
89 H -3.915 8.410 0.903  0.260
90 H -4.139 6.747 3.443  0.267
91 H -5.443 7.630 2.641  0.340
92 H -5.476 6.066 0.793  0.271
93 H -5.045 4.971 2.121  0.262
94 H -1.831 6.410 1.867  0.252
95 H -2.114 6.993 0.214  0.295

C26H53BO10 | ωB97M-V/def2-TZVPD

Kohn-Sham gap = 8.919 eV
ΔE to the lowest compared entry with this formula, charge and spin = 3.528 eV
Max |F| = 3.8 eV/Å
SMILES = C=CC[C@H](COCCB(O)O)OC.CC(C)=O.CC(C)=O.CC(C)=O.CC(C)=O.CC(C)=O.CC(C)=O
Molecular weight = 536.5 g/mol
E_tot = -1799.5479 hartree

Last column: Mulliken charge in e.
CARTESIAN COORDINATES (ANGSTROEM)
1 C -4.378 1.483 2.823  -0.663
2 C -3.431 2.236 1.929  -0.253
3 C -2.354 1.549 0.894  -0.353
4 C -1.468 0.367 1.625  0.146
5 C -0.562 0.902 2.888  -0.422
6 O 0.590 1.751 2.473  -0.404
7 C 0.191 3.167 2.480  -0.210
8 C 0.998 4.115 3.545  -0.420
9 B 1.140 3.502 5.063  0.772
10 O 1.527 4.460 6.158  -0.635
11 O 0.966 2.094 5.469  -0.541
12 O -0.680 -0.430 0.640  -0.364
13 C -1.588 -1.552 0.259  -0.470
14 H -5.039 0.572 2.431  0.267
15 H -4.510 1.838 3.953  0.211
16 H -3.444 3.427 1.956  0.311
17 H -1.657 2.343 0.372  0.149
18 H -2.986 1.009 0.049  0.321
19 H -2.252 -0.404 2.087  0.298
20 H -1.291 1.459 3.646  0.245
21 H -0.160 -0.041 3.498  0.283
22 H -0.959 3.354 2.622  0.044
23 H 0.452 3.588 1.394  0.221
24 H 0.356 5.116 3.650  0.122
25 H 2.047 4.464 3.122  0.178
26 H 1.090 5.319 5.861  0.313
27 H 0.904 2.054 6.484  0.285
28 H -1.720 -2.331 1.151  0.262
29 H -1.177 -2.139 -0.679  0.102
30 H -2.684 -1.153 0.011  0.225
31 C 1.729 8.439 1.930  -1.217
32 C 1.755 7.911 3.339  0.944
33 C 3.075 7.931 4.063  -1.094
34 O 0.737 7.480 3.878  -0.578
35 H 0.711 8.363 1.532  0.316
36 H 2.030 9.490 1.921  0.369
37 H 2.396 7.847 1.298  0.312
38 H 3.435 8.959 4.149  0.466
39 H 3.802 7.316 3.527  0.265
40 H 2.942 7.521 5.070  0.230
41 C 4.727 3.995 6.392  -0.798
42 C 5.608 4.987 5.682  0.836
43 C 6.512 4.461 4.599  -1.165
44 O 5.589 6.182 5.974  -0.574
45 H 4.129 4.516 7.147  0.233
46 H 4.050 3.520 5.677  0.053
47 H 5.342 3.242 6.892  0.412
48 H 5.916 4.007 3.804  0.286
49 H 7.207 3.730 5.019  0.373
50 H 7.089 5.290 4.174  0.311
51 C -0.709 -0.495 -3.861  -0.970
52 C -1.343 -1.753 -4.391  0.898
53 C -0.595 -2.512 -5.455  -0.888
54 O -2.431 -2.146 -3.972  -0.612
55 H -1.361 -0.053 -3.100  0.228
56 H 0.255 -0.729 -3.403  0.147
57 H -0.580 0.226 -4.672  0.417
58 H 0.374 -2.836 -5.067  0.057
59 H -0.461 -1.881 -6.337  0.435
60 H -1.172 -3.398 -5.742  0.261
61 C -2.242 -5.522 -2.950  -0.357
62 C -0.896 -6.044 -3.376  0.724
63 C -0.646 -7.521 -3.226  -1.180
64 O -0.035 -5.293 -3.830  -0.535
65 H -2.281 -4.440 -3.116  -0.030
66 H -3.029 -5.995 -3.543  0.130
67 H -2.397 -5.718 -1.886  0.346
68 H -1.361 -8.083 -3.831  0.298
69 H -0.729 -7.806 -2.174  0.330
70 H 0.367 -7.754 -3.573  0.322
71 C 4.775 -3.421 -6.007  -1.160
72 C 3.654 -2.642 -5.374  0.881
73 C 3.692 -2.460 -3.881  -0.834
74 O 2.741 -2.172 -6.052  -0.555
75 H 4.616 -3.472 -7.090  0.303
76 H 5.728 -2.921 -5.817  0.335
77 H 4.792 -4.438 -5.608  0.324
78 H 4.597 -1.917 -3.596  0.384
79 H 3.661 -3.434 -3.387  0.312
80 H 2.820 -1.878 -3.564  0.036
81 C -6.595 -5.713 -4.171  -0.987
82 C -6.050 -6.951 -3.511  0.774
83 C -7.039 -8.006 -3.089  -1.113
84 O -4.843 -7.096 -3.322  -0.520
85 H -5.767 -5.041 -4.421  0.221
86 H -7.117 -5.983 -5.093  0.320
87 H -7.272 -5.195 -3.488  0.320
88 H -7.580 -8.377 -3.963  0.325
89 H -7.736 -7.590 -2.358  0.328
90 H -6.503 -8.842 -2.627  0.285

> Which of these has the lowest max |F|?

C26H52O27S3

> Which of these has the lowest E_tot?

C26H52O27S3